4 unconnected molecules or ions with the total composition C45H88Br2F6N7O12S2. Source: the OMol25 dataset; level of theory: ωB97M-V with the def2-TZVPD basis set.

Structure (XYZ):
```
162
Properties=species:S:1:pos:R:3:lowdin_charge:R:1
C 3.16 4.83 8.15 -0.1396
C 3.03 6.12 7.18 -0.2433
C 2.66 5.56 5.70 -0.2234
C 1.31 6.28 5.15 -0.2125
C 0.55 5.20 4.22 -0.2343
C -0.90 5.73 3.73 -0.1893
C -1.04 5.72 2.14 -0.1849
C -1.80 4.38 1.57 -0.1586
C -0.78 3.18 1.76 -0.1117
C -1.21 1.73 1.14 -0.2816
C -2.35 1.34 2.19 -0.0105
N 0.06 0.89 1.15 -0.0334
C -0.12 -0.57 1.41 -0.4032
S 1.03 -1.27 2.75 0.8133
C 1.10 -3.13 2.45 -0.4604
C 2.33 -3.40 1.41 -0.1670
C 1.12 1.33 0.12 -0.1714
C 1.86 -0.04 -0.41 -0.2235
N 2.97 0.08 -1.37 -0.0555
C 2.36 1.96 0.98 -0.4676
Br 2.59 1.88 2.99 0.7956
C 3.52 2.60 0.47 -0.6306
C 4.73 3.18 1.39 -0.1814
Br 3.89 2.90 -1.42 0.9342
C 0.55 2.28 -1.06 -0.2891
O 1.05 3.69 -0.93 -0.1379
N 0.17 4.62 -1.35 -0.0087
O 0.59 5.71 -1.12 0.1223
S 0.65 1.84 -2.85 0.9290
O -0.75 2.09 -3.46 -0.2901
O 0.77 0.38 -3.24 -0.2979
C 1.65 2.84 -4.05 -0.3041
F 0.89 3.14 -5.24 0.0337
F 2.02 4.16 -3.64 0.0216
C 2.97 2.17 -4.69 -0.3557
F 4.00 3.16 -4.69 0.0640
F 3.49 1.04 -4.09 0.0884
F 2.80 1.85 -6.07 0.1025
O -0.86 2.69 -0.92 -0.1477
C -1.76 1.73 -0.35 -0.2992
C -3.25 2.40 -0.57 -0.0284
C -3.11 3.51 -1.75 -0.1794
N -3.57 3.28 -2.96 0.1032
C -1.90 0.32 -1.10 0.0140
C -2.83 -0.77 -0.45 -0.2928
O -3.98 -0.66 0.00 0.1247
F -2.32 -2.12 -0.46 0.0065
H 3.72 3.98 7.62 0.0722
H 2.15 4.43 8.49 0.0795
H 3.78 5.17 9.05 0.0721
H 3.99 6.74 7.15 0.1065
H 2.17 6.80 7.54 0.1027
H 2.42 4.43 5.72 0.0872
H 3.52 5.72 4.95 0.1122
H 1.63 7.19 4.52 0.1231
H 0.65 6.64 6.01 0.1094
H 0.39 4.25 4.85 0.1066
H 1.27 4.97 3.35 0.0936
H -0.95 6.85 4.05 0.1155
H -1.77 5.22 4.25 0.1133
H -1.49 6.68 1.72 0.1195
H 0.03 5.67 1.71 0.0999
H -2.73 4.27 2.22 0.1212
H -2.05 4.63 0.49 0.0913
H -0.70 3.01 2.90 0.1295
H 0.25 3.54 1.45 0.1028
H -3.15 2.13 2.32 0.1027
H -1.84 1.23 3.23 0.1231
H -2.88 0.35 2.03 0.0897
H 0.33 1.18 2.13 0.0772
H -1.10 -0.83 1.97 0.1021
H -0.25 -1.27 0.53 0.0972
H 1.27 -3.72 3.44 0.0889
H 0.14 -3.54 1.98 0.0830
H 2.05 -3.11 0.34 0.0718
H 3.20 -2.73 1.80 0.0716
H 2.68 -4.50 1.45 0.0805
H 2.39 -0.59 0.46 0.1144
H 1.13 -0.73 -0.98 0.1261
H 2.97 -0.68 -2.06 0.0974
H 3.89 0.07 -0.91 0.0835
H 4.26 4.00 2.06 0.0817
H 5.54 3.69 0.78 0.0703
H 5.24 2.36 2.00 0.0810
H -4.00 1.66 -0.99 0.1163
H -3.69 2.85 0.38 0.1088
H -2.63 4.53 -1.57 0.1111
H -3.97 2.33 -2.98 0.0484
H -0.89 -0.16 -1.32 0.1059
H -2.37 0.56 -2.14 0.1635
C -1.02 4.92 -6.06 -0.1107
O -1.03 6.22 -6.64 -0.1906
C 0.21 6.57 -7.24 -0.2053
C 0.05 6.68 -8.76 -0.2079
N -0.17 5.37 -9.37 -0.0556
C -0.56 5.43 -10.77 -0.1974
C -1.92 6.07 -11.09 -0.2207
O -3.03 5.32 -10.60 -0.1794
C -3.40 5.63 -9.27 -0.0999
H -1.96 4.78 -5.52 0.0899
H -0.95 4.15 -6.83 0.0823
H -0.20 4.82 -5.35 0.0595
H 1.01 5.87 -6.98 0.1187
H 0.49 7.55 -6.85 0.1194
H 0.95 7.14 -9.19 0.1222
H -0.79 7.35 -8.95 0.1034
H -0.89 4.89 -8.85 0.0673
H -0.58 4.40 -11.14 0.1174
H 0.22 5.95 -11.34 0.1168
H -2.03 6.07 -12.18 0.1202
H -1.99 7.12 -10.78 0.1087
H -3.21 6.67 -9.00 0.0892
H -2.90 4.95 -8.57 0.0684
H -4.48 5.45 -9.17 0.0887
C 4.31 -9.32 2.22 -0.1160
O 3.40 -9.77 3.21 -0.1998
C 4.03 -10.07 4.46 -0.2053
C 3.58 -9.08 5.53 -0.2058
N 4.14 -7.75 5.28 -0.0546
C 3.57 -6.70 6.13 -0.1958
C 2.08 -6.38 5.94 -0.2111
O 1.78 -5.80 4.67 -0.2050
C 1.53 -6.74 3.64 -0.0934
H 3.76 -9.23 1.28 0.0877
H 4.72 -8.34 2.48 0.0760
H 5.12 -10.04 2.08 0.0898
H 5.12 -10.10 4.37 0.1231
H 3.69 -11.07 4.75 0.1220
H 3.92 -9.43 6.51 0.1244
H 2.49 -9.05 5.53 0.1028
H 3.98 -7.50 4.31 0.0658
H 4.14 -5.79 5.93 0.1161
H 3.75 -6.96 7.18 0.1198
H 1.82 -5.62 6.68 0.1206
H 1.43 -7.24 6.14 0.1123
H 1.07 -7.66 4.01 0.0957
H 2.45 -6.95 3.10 0.0714
H 0.84 -6.27 2.93 0.0712
C -4.73 -9.32 -0.53 -0.1125
O -4.22 -8.27 -1.34 -0.2004
C -5.23 -7.35 -1.76 -0.2073
C -5.00 -5.98 -1.11 -0.2076
N -5.27 -6.02 0.32 -0.0497
C -4.84 -4.82 1.04 -0.1895
C -3.33 -4.54 1.09 -0.2352
O -2.59 -5.49 1.84 -0.1858
C -2.17 -6.63 1.11 -0.0919
H -3.92 -10.03 -0.36 0.0892
H -5.07 -8.93 0.44 0.0783
H -5.55 -9.84 -1.03 0.0896
H -6.24 -7.72 -1.55 0.1234
H -5.13 -7.24 -2.84 0.1207
H -5.65 -5.24 -1.59 0.1225
H -3.96 -5.69 -1.31 0.1016
H -4.79 -6.82 0.73 0.0693
H -5.20 -4.92 2.07 0.1203
H -5.36 -3.95 0.61 0.1169
H -3.20 -3.58 1.61 0.1066
H -2.89 -4.39 0.10 0.0906
H -1.97 -6.40 0.06 0.0918
H -2.91 -7.43 1.19 0.0743
H -1.25 -7.00 1.56 0.0761
```

The value obtained for the largest force on an atom is 11.1 eV Å⁻¹. For the HOMO-LUMO gap, the calculation gives 5.437 eV. The calculation puts the total energy at -9596.2004 Eh. The total charge is +1. The calculation puts the highest occupied orbital energy at -9.6 eV.

---

A single C26H28N4O5S molecule. Source: the OMol25 dataset; level of theory: ωB97M-V with the def2-TZVPD basis set.

Structure (XYZ):
```
64
Properties=species:S:1:pos:R:3:lowdin_charge:R:1
C 4.96 3.82 0.12 -0.0624
C 4.66 2.37 -0.27 -0.2296
N 3.64 2.28 -1.29 -0.1215
C 3.90 2.93 -2.56 -0.2310
C 5.20 2.42 -3.18 -0.0716
C 2.34 2.06 -0.90 -0.2228
C 1.27 2.85 -1.35 0.0052
C -0.02 2.63 -0.92 0.0010
C -0.29 1.64 0.02 -0.2046
N -1.59 1.35 0.46 0.1667
C -2.71 1.41 -0.28 -0.4517
O -2.81 1.89 -1.39 0.0550
C -3.94 0.78 0.40 -0.0687
O -3.56 0.14 1.60 -0.0465
C -4.05 -1.08 1.93 -0.2281
C -5.26 -1.60 1.50 -0.0061
C -5.66 -2.86 1.94 -0.0612
C -4.87 -3.59 2.81 -0.0747
C -3.66 -3.08 3.24 -0.0168
C -3.25 -1.83 2.81 -0.1658
C -2.01 -1.27 3.18 -0.1739
N -1.01 -0.77 3.44 0.2043
C 0.75 0.84 0.47 -0.0064
C 2.03 1.02 -0.02 -0.1844
S 3.00 -0.49 0.10 0.6869
O 4.33 -0.38 -0.42 -0.2801
O 2.82 -1.09 1.38 -0.2671
N 2.18 -1.42 -1.05 -0.0315
C 0.82 -1.71 -0.84 -0.2547
C 0.44 -2.54 0.19 -0.0146
C -0.90 -2.83 0.39 -0.0837
C -1.86 -2.29 -0.45 -0.0798
C -1.49 -1.45 -1.49 -0.0155
C -0.15 -1.14 -1.69 -0.2191
O 0.33 -0.30 -2.65 -0.0840
C -0.60 0.33 -3.51 -0.0623
H 5.64 3.83 0.97 0.0744
H 4.05 4.34 0.40 0.0788
H 5.44 4.36 -0.69 0.0625
H 5.56 1.87 -0.60 0.1100
H 4.30 1.84 0.61 0.1062
H 3.94 4.02 -2.47 0.1159
H 3.08 2.67 -3.23 0.1166
H 5.26 2.72 -4.22 0.0732
H 5.24 1.33 -3.12 0.0820
H 6.07 2.82 -2.66 0.0667
H 1.45 3.66 -2.04 0.1107
H -0.83 3.23 -1.31 0.1162
H -1.65 0.83 1.33 0.1272
H -4.67 1.57 0.61 0.1475
H -4.38 0.08 -0.31 0.1318
H -5.90 -1.04 0.84 0.1160
H -6.61 -3.26 1.60 0.1103
H -5.20 -4.57 3.14 0.1062
H -3.03 -3.64 3.92 0.1249
H 0.58 0.04 1.18 0.1077
H 2.35 -1.03 -1.96 0.1165
H 1.20 -2.94 0.84 0.1171
H -1.20 -3.49 1.20 0.1013
H -2.90 -2.53 -0.31 0.1028
H -2.25 -1.02 -2.12 0.1099
H -1.32 0.94 -2.95 0.0725
H -0.01 0.97 -4.16 0.0971
H -1.14 -0.40 -4.12 0.0992
```

The value obtained for the largest force on an atom is 0.9 eV Å⁻¹. Its energy above the lowest of the compared OMol25 structures with the same formula, charge and spin is 0.0 kJ/mol. For the HOMO-LUMO gap, the calculation gives 7.553 eV. The calculation puts the total energy at -2000.9631 Eh. The total charge is 0. The calculation puts the highest occupied orbital energy at -7.5 eV.

---

A single C5H10ClNO3 molecule. Source: the OMol25 dataset; level of theory: ωB97M-V with the def2-TZVPD basis set.

Structure (XYZ):
```
20
Properties=species:S:1:pos:R:3:lowdin_charge:R:1
C -2.72 -0.22 0.26 -0.1253
C -1.45 0.57 -0.40 -0.1979
C -0.52 -0.60 -1.04 -0.2091
O 0.26 -1.13 0.06 -0.1710
C 1.68 -1.07 -0.19 -0.2155
N 2.22 0.29 -0.43 0.0824
C 1.97 1.21 0.66 -0.5390
O 1.34 2.29 0.59 0.0342
O 2.56 0.85 1.93 -0.4670
Cl 1.26 0.85 3.04 0.7167
H -3.28 -0.70 -0.61 0.0684
H -3.36 0.48 0.89 0.0767
H -2.23 -1.05 0.89 0.0832
H -0.94 1.08 0.49 0.0933
H -1.77 1.35 -1.17 0.1072
H 0.09 -0.24 -1.93 0.1160
H -1.25 -1.39 -1.45 0.1255
H 2.18 -1.45 0.78 0.1456
H 2.03 -1.79 -1.02 0.1486
H 1.94 0.68 -1.34 0.1269
```

The value obtained for the largest force on an atom is 4.6 eV Å⁻¹. Its energy above the lowest of the compared OMol25 structures with the same formula, charge and spin is 127.3 kJ/mol. For the HOMO-LUMO gap, the calculation gives 9.997 eV. The calculation puts the total energy at -937.0693 Eh. The total charge is 0. The calculation puts the highest occupied orbital energy at -10.4 eV.

---

8 unconnected molecules or ions with the total composition C18H48F2N8O13S2. Source: the OMol25 dataset; level of theory: ωB97M-V with the def2-TZVPD basis set.

Structure (XYZ):
```
91
Properties=species:S:1:pos:R:3:lowdin_charge:R:1
C 5.61 1.12 1.52 0.0374
C 6.08 1.48 0.15 -0.4105
O 7.20 1.43 -0.20 0.2309
N 5.06 1.86 -0.91 0.1113
H 5.49 1.66 -1.80 0.1856
H 4.24 1.27 -0.88 0.1675
C 4.68 3.30 -0.78 0.0255
H 5.56 2.02 2.14 0.1038
H 6.30 0.39 1.94 0.1153
H 4.66 0.60 1.42 0.0945
H 3.84 3.45 -1.47 0.1022
H 5.48 3.97 -1.11 0.1240
H 4.32 3.57 0.21 0.1025
C 0.36 -0.38 8.46 0.0198
C 0.15 -1.10 9.71 -0.3742
O 1.02 -1.66 10.32 0.2024
N -1.30 -1.27 10.25 0.0974
H -1.96 -0.75 9.69 0.1642
H -1.68 -2.16 10.00 0.1870
C -1.39 -0.80 11.68 0.0269
H -0.21 -0.88 7.68 0.1095
H 1.39 -0.39 8.10 0.1156
H 0.17 0.68 8.65 0.1080
H -0.84 -1.50 12.31 0.1151
H -2.38 -0.81 12.13 0.1117
H -1.06 0.23 11.77 0.1165
C -7.67 3.28 0.16 0.0305
C -6.73 2.47 -0.69 -0.3417
O -5.81 2.95 -1.34 0.1579
N -6.72 0.98 -0.33 0.1043
H -5.98 0.93 0.36 0.1769
H -7.62 0.68 0.02 0.1722
C -6.34 0.09 -1.54 0.0519
H -7.38 3.16 1.20 0.1057
H -8.70 2.93 0.04 0.1064
H -7.61 4.35 -0.07 0.1123
H -6.12 -0.94 -1.25 0.1075
H -5.44 0.47 -2.03 0.1024
H -7.25 0.07 -2.14 0.1138
C 0.38 -11.91 -6.85 0.0352
C 1.70 -11.16 -6.61 -0.3495
O 2.56 -11.10 -7.46 0.1970
N 1.81 -10.46 -5.24 0.1182
H 1.41 -11.01 -4.50 0.1713
H 2.76 -10.24 -4.98 0.1767
C 1.06 -9.10 -5.24 0.0351
H -0.40 -11.16 -6.99 0.0934
H 0.10 -12.62 -6.08 0.0954
H 0.53 -12.58 -7.70 0.1071
H 1.13 -8.70 -4.23 0.1072
H 0.03 -9.14 -5.59 0.1016
H 1.52 -8.35 -5.88 0.1113
C -1.84 5.37 2.85 0.0312
C -2.57 6.52 3.59 -0.3142
O -3.69 6.97 3.39 0.1674
N -1.70 7.25 4.63 0.0947
H -2.27 7.29 5.47 0.1755
H -0.85 6.78 4.90 0.1741
C -1.55 8.71 4.23 0.0394
H -2.52 4.90 2.14 0.0931
H -1.58 4.54 3.51 0.0942
H -0.99 5.69 2.26 0.1021
H -2.54 9.14 4.25 0.1127
H -1.25 8.78 3.18 0.1116
H -0.81 9.28 4.80 0.1182
C -0.23 3.40 -5.74 0.0356
C -0.17 2.35 -4.62 -0.3159
O -0.71 2.63 -3.54 0.1078
N 0.51 0.98 -4.87 0.1182
H 1.27 1.14 -5.51 0.1743
H 0.94 0.70 -4.00 0.1696
C -0.44 -0.14 -5.39 0.0741
H 0.74 3.41 -6.24 0.1013
H -0.41 4.39 -5.33 0.1052
H -1.02 3.11 -6.42 0.1028
H -0.96 0.32 -6.23 0.1031
H -1.23 -0.30 -4.65 0.1026
H 0.17 -1.02 -5.57 0.1161
N 1.92 -1.32 -0.93 -0.2717
S 2.42 -2.75 -0.93 0.3453
O 1.74 -3.76 -1.71 -0.2839
O 3.31 -3.16 0.15 -0.2860
F 3.50 -2.53 -2.01 -0.2019
S 0.74 -1.73 0.19 0.5340
O 1.19 -2.15 1.53 -0.2925
O -0.48 -2.26 -0.32 -0.2730
F 0.43 -0.14 0.38 -0.2665
N 6.23 2.10 -5.88 -0.7806
O 5.70 1.07 -5.56 -0.1098
O 7.36 2.14 -6.28 -0.0177
O 5.64 3.12 -5.73 -0.0804
```

The value obtained for the largest force on an atom is 11.1 eV Å⁻¹. Its energy above the lowest of the compared OMol25 structures with the same formula, charge and spin is 413.8 kJ/mol. For the HOMO-LUMO gap, the calculation gives 2.359 eV. The calculation puts the total energy at -3125.1584 Eh. The total charge is +4. The calculation puts the highest occupied orbital energy at -10.9 eV.

---

A single C6H9NO3 molecule. Source: the OMol25 dataset; level of theory: ωB97M-V with the def2-TZVPD basis set.

Structure (XYZ):
```
19
Properties=species:S:1:pos:R:3:lowdin_charge:R:1
C -2.61 -0.56 -0.43 0.0628
C -1.43 -0.75 0.14 -0.3672
O -1.26 -1.48 1.27 0.0436
N -0.12 -0.21 -0.40 -0.0737
C -0.13 0.35 -1.74 -0.0506
C 0.70 0.29 0.56 -0.2340
C 0.46 0.78 1.77 0.0984
C 2.26 0.24 0.04 -0.4159
O 2.70 -0.30 -0.94 0.0913
O 3.08 0.88 0.90 0.0819
H -2.76 0.15 -1.23 0.0497
H -3.46 -1.17 -0.17 0.0601
H -1.80 -2.28 1.23 0.1189
H -0.64 -0.35 -2.40 0.0957
H 0.90 0.48 -2.08 0.0772
H -0.63 1.32 -1.77 0.0934
H -0.54 0.85 2.18 0.0713
H 1.28 0.99 2.44 0.0664
H 4.00 0.78 0.60 0.1307
```

The value obtained for the largest force on an atom is 4.3 eV Å⁻¹. Its energy above the lowest of the compared OMol25 structures with the same formula, charge and spin is 164.3 kJ/mol. For the HOMO-LUMO gap, the calculation gives 9.104 eV. The calculation puts the total energy at -514.4503 Eh. The total charge is 0. The calculation puts the highest occupied orbital energy at -8.4 eV.

---

3 unconnected molecules or ions with the total composition C3H11NO2. Source: the OMol25 dataset; level of theory: ωB97M-V with the def2-TZVPD basis set.

Structure (XYZ):
```
17
Properties=species:S:1:pos:R:3:lowdin_charge:R:1
C 0.41 -0.78 -0.99 -0.0271
C 1.41 -0.76 -0.12 -0.1763
C 1.24 -1.09 1.35 -0.2739
N -0.14 -1.47 1.78 -0.0222
H 0.63 -0.44 -1.99 0.0508
H -0.61 -1.03 -0.75 0.0426
H 2.45 -0.68 -0.42 0.0953
H 1.80 -2.00 1.56 0.1047
H 1.50 -0.25 1.99 0.1020
H -0.34 -2.39 1.41 0.0616
H -0.78 -0.74 1.52 0.0469
O -0.13 2.75 0.21 -0.0674
H -0.19 2.57 1.18 0.0493
H -0.94 2.44 -0.17 -0.0234
O -2.14 1.59 -1.94 -0.0311
H -1.62 1.53 -2.74 0.0465
H -2.53 0.74 -1.86 0.0218
```

The value obtained for the largest force on an atom is 1.9 eV Å⁻¹. Its energy above the lowest of the compared OMol25 structures with the same formula, charge and spin is 104.9 kJ/mol. For the HOMO-LUMO gap, the calculation gives 9.945 eV. The calculation puts the total energy at -326.0915 Eh. The total charge is 0. The calculation puts the highest occupied orbital energy at -9.4 eV.